[1]
# CH2BrNO

An isolated molecule of CH2BrNO at a distorted geometry (wB97M-V/def2-TZVPD, the Open Molecules 2025 dataset).

Structure (XYZ):
```
6
Properties=species:S:1:pos:R:3:forces:R:3:mulliken_charge:R:1
N 0.6120 -0.3639 -0.1437 1.8354 -1.5197 -0.6338 -0.33
C -0.5004 0.2116 0.2105 3.0294 9.8699 -4.8600 0.41
O -0.5218 1.7898 -0.3070 -0.2130 -7.8545 2.6352 -0.61
Br -1.8670 -0.4390 1.0130 -2.5541 -1.5547 1.8396 0.03
H 1.2322 0.0734 -0.8197 -0.7098 0.9992 0.3726 0.27
H 1.0451 -1.2719 0.0469 -1.3878 0.0597 0.6464 0.23
```
Forces are in eV/Å.

Results
- SMILES string = NC(=O)Br
- HOMO energy (Ha) = -0.329
- relative energy (zero: lowest compared OMol25 entry of this formula, charge and spin) (eV) = 3.639
- strongest force on any atom (hartree/bohr) = 0.222



[2]
# CH2BrNO

A cluster of 2 separate species, CH2BrNO in total at a distorted geometry (wB97M-V/def2-TZVPD, the Open Molecules 2025 dataset).

Structure (XYZ):
```
6
Properties=species:S:1:pos:R:3:forces:R:3:lowdin_spin:R:1
C 1.3392 0.6274 -0.0330 -1.6073 2.1280 0.0260 0.50
N -1.7312 -0.1579 0.3020 -0.0031 0.4382 0.4573 0.92
O 1.6210 1.7509 -0.1019 0.3502 -0.3300 -0.0046 0.21
Br 2.2882 -0.9443 -0.0511 1.3473 -1.7580 -0.0321 0.29
H -1.4774 -1.1137 0.5517 -0.0549 -0.1958 -0.2388 0.04
H -2.0397 -0.1624 -0.6677 -0.0322 -0.2823 -0.2077 0.04
```
Forces are in eV/Å.

Results
- <S²> = 2.008
- HOMO energy (spin up / spin down) (Ha) = -0.314 / -0.406
- relative energy (zero: lowest compared OMol25 entry of this formula, charge and spin) (eV) = 0.000
- multiplicity = 3
- strongest force on any atom (hartree/bohr) = 0.052



[3]
# CH2BrNO3

A structure of composition CH2BrNO3 at a distorted geometry (wB97M-V/def2-TZVPD, the Open Molecules 2025 dataset).

Structure (XYZ):
```
8
Properties=species:S:1:pos:R:3:forces:R:3:mulliken_charge:R:1
C 1.1149 -0.2174 0.4646 -2.8027 0.0371 -0.6489 -0.20
N -1.4484 0.5277 -0.7756 1.2631 -0.8248 0.2356 1.07
O -0.0857 0.5904 0.3111 -0.7426 1.4325 0.7059 -0.45
O -1.1301 -0.1266 -1.6883 -0.1678 -0.3650 -0.7423 -0.40
O -2.4311 1.1347 -0.5075 2.1380 -0.4400 0.8693 -0.42
Br 0.6861 -1.7221 1.6564 0.2965 0.1273 -0.2419 -0.15
H 1.5020 -0.6283 -0.4620 0.0479 0.0417 -0.0221 0.28
H 1.7924 0.4417 1.0012 -0.0323 -0.0088 -0.1555 0.27
```
Forces are in eV/Å.

Results
- HOMO energy (Ha) = -0.384
- relative energy (zero: lowest compared OMol25 entry of this formula, charge and spin) (eV) = 2.367
- strongest force on any atom (hartree/bohr) = 0.056



[4]
# CH2BrNO3S

An isolated molecule of CH2BrNO3S at a distorted geometry (wB97M-V/def2-TZVPD, the Open Molecules 2025 dataset).

Structure (XYZ):
```
9
Properties=species:S:1:pos:R:3:forces:R:3:mulliken_charge:R:1
N -1.5638 0.7314 -0.1463 -0.3135 -1.1795 0.4274 -0.45
S -0.3473 1.6441 -0.8883 -0.4559 0.3472 2.0999 0.98
O -0.8114 1.9787 -2.2030 -0.1051 -0.0072 0.6250 -0.52
O 0.9837 1.1087 -0.6922 -1.5378 0.4285 0.2372 -0.52
C -0.4933 3.4528 0.4512 1.4552 -0.3224 -1.3079 0.43
O 0.1535 4.4217 0.2852 -0.8444 -1.3009 -0.1903 -0.33
Br -1.5836 3.1929 2.0121 -0.1845 -0.2093 -0.0549 -0.10
H -2.4561 0.6575 -0.6738 1.2325 0.3206 0.4030 0.26
H -1.5467 0.0791 0.7228 0.7536 1.9230 -2.2395 0.26
```
Forces are in eV/Å.

Results
- SMILES string = NS(=O)(=O)C(=O)Br
- HOMO energy (Ha) = -0.369
- relative energy (zero: lowest compared OMol25 entry of this formula, charge and spin) (eV) = 2.199
- strongest force on any atom (hartree/bohr) = 0.059



[5]
# CH2BrNO4

A cluster of 3 separate species, CH2BrNO4 in total at a distorted geometry (wB97M-V/def2-TZVPD, the Open Molecules 2025 dataset).

Structure (XYZ):
```
9
Properties=species:S:1:pos:R:3:forces:R:3:mulliken_charge:R:1
O -3.0707 0.6725 -0.3014 0.1799 -1.5039 -0.6925 -0.33
C -3.5111 1.6428 0.1214 1.0335 -1.0782 -0.5286 0.65
O -3.8621 2.6321 0.5428 -1.3249 2.6393 1.1702 -0.32
O 3.1516 2.6427 0.3823 -1.2093 -1.7629 -0.0270 -0.28
N 2.5857 1.6988 0.8177 0.7793 0.6286 0.3662 0.26
O 2.3147 0.7113 -0.1477 0.6892 0.4371 -0.6778 -0.34
H 2.1785 -0.1465 0.2993 -0.2133 0.7264 0.2944 0.36
Br -0.5565 -1.1598 0.5490 -0.8646 -0.5029 -0.7345 -0.23
H -1.5787 -1.5987 -0.4194 0.9302 0.4165 0.8295 0.22
```
Forces are in eV/Å.

Results
- SMILES string = O=C=O.O=NO.Br
- HOMO energy (Ha) = -0.387
- relative energy (zero: lowest compared OMol25 entry of this formula, charge and spin) (eV) = 0.268
- strongest force on any atom (hartree/bohr) = 0.062



[6]
# CH2BrO2S

A cluster of 2 separate species, CH2BrO2S in total at a distorted geometry (wB97M-V/def2-TZVPD, the Open Molecules 2025 dataset).

Structure (XYZ):
```
7
Properties=species:S:1:pos:R:3:forces:R:3:mulliken_charge:R:1
C 0.1508 0.7230 0.0590 1.4666 -2.7270 0.9813 -0.46
O -1.7219 -1.0634 -1.0698 1.4580 0.5420 1.0005 -0.57
O 0.0375 -1.8564 0.4802 3.3120 -3.6169 0.9203 -0.47
S -0.8286 -0.8252 0.1140 -4.2267 3.8730 -1.5364 0.49
Br -0.8846 2.2183 -0.0603 -1.1890 1.9303 -0.3803 -0.20
H 0.6634 0.7333 1.0612 -0.4259 -0.1421 -1.0219 0.22
H 2.5835 0.0705 -0.5843 -0.3950 0.1408 0.0366 -0.01
```
Forces are in eV/Å.

Results
- HOMO energy (spin up / spin down) (Ha) = -0.111 / -0.139
- relative energy (zero: lowest compared OMol25 entry of this formula, charge and spin) (eV) = 4.629
- total charge = -1
- strongest force on any atom (hartree/bohr) = 0.115



[7]
# CH2BrO3S

A structure of composition CH2BrO3S at a distorted geometry (wB97M-V/def2-TZVPD, the Open Molecules 2025 dataset).

Structure (XYZ):
```
8
Properties=species:S:1:pos:R:3:forces:R:3:mulliken_charge:R:1
C 0.6734 -0.6759 -0.1813 -3.0807 1.9567 -1.8752 -0.62
O -1.4690 0.9450 -1.0724 2.3925 -0.7700 2.8005 -0.66
O -1.1196 0.4923 1.3912 -0.0421 0.2015 -0.4619 -0.62
O 0.4134 2.0149 0.2117 -0.9459 -1.6415 -0.3129 -0.67
S -0.5101 0.8448 0.1176 0.2104 1.9591 -2.2089 1.10
Br -0.4058 -2.0564 0.3480 -1.0772 -2.9185 0.7537 -0.15
H 0.9065 -0.9189 -1.1994 0.1139 0.7044 -0.6244 0.29
H 1.5112 -0.6457 0.3846 2.4292 0.5082 1.9291 0.33
```
Forces are in eV/Å.

Results
- HOMO energy (Ha) = -0.186
- relative energy (zero: lowest compared OMol25 entry of this formula, charge and spin) (eV) = 0.622
- total charge = -1
- strongest force on any atom (hartree/bohr) = 0.080



[8]
# CH2Cl2FPS

An isolated molecule of CH2Cl2FPS at a distorted geometry (wB97M-V/def2-TZVPD, the Open Molecules 2025 dataset).

Structure (XYZ):
```
8
Properties=species:S:1:pos:R:3:forces:R:3:mulliken_charge:R:1
F 1.8533 0.7903 0.2401 1.1492 -0.2476 1.1636 -0.23
C 0.9362 0.3592 -0.6334 -1.7069 -3.6652 4.1380 -0.37
P -0.8042 -0.1598 0.4942 1.7129 1.6616 0.4415 0.65
S -1.3543 0.8362 2.0679 0.4646 -0.5174 -1.0564 -0.32
Cl -0.3801 -2.0995 0.8770 0.0403 -0.2105 -0.0887 -0.20
Cl -2.1449 -0.2420 -0.9725 -0.4557 -0.1408 -0.6022 -0.18
H 0.7616 1.2054 -1.1450 -1.3945 2.0673 -3.1224 0.34
H 1.1324 -0.6898 -0.9283 0.1900 1.0527 -0.8735 0.31
```
Forces are in eV/Å.

Results
- SMILES string = FCP(=S)(Cl)Cl
- HOMO energy (Ha) = -0.348
- relative energy (zero: lowest compared OMol25 entry of this formula, charge and spin) (eV) = 0.691
- strongest force on any atom (hartree/bohr) = 0.113



[9]
# CH2Cl2N2

A cluster of 2 separate species, CH2Cl2N2 in total at a distorted geometry (wB97M-V/def2-TZVPD, the Open Molecules 2025 dataset).

Structure (XYZ):
```
7
Properties=species:S:1:pos:R:3:forces:R:3:mulliken_charge:R:1
N -1.7392 1.4383 1.3959 -0.0490 0.2295 0.5685 -0.31
C -1.9574 0.9875 0.3661 0.2766 0.1505 0.2793 0.38
Cl -2.1085 0.3500 -1.1024 -0.2837 -0.3828 -0.8869 -0.06
N 1.1851 -0.9370 -0.1391 0.6463 -1.0037 -2.1055 -0.42
Cl 2.6575 -0.4942 0.6441 -0.1634 0.2629 0.1819 -0.09
H 1.5041 -1.1231 -1.1662 -1.3935 0.9239 2.4432 0.29
H 0.4584 -0.2213 0.0015 0.9667 -0.1802 -0.4805 0.21
```
Forces are in eV/Å.

Results
- SMILES string = N#CCl.NCl
- HOMO energy (Ha) = -0.352
- relative energy (zero: lowest compared OMol25 entry of this formula, charge and spin) (eV) = 1.490
- strongest force on any atom (hartree/bohr) = 0.058



> What is the formula in the seventh record?

CH2BrO3S